Entry from the Open Molecules 2025 dataset: a cluster of 2 separate species, C12H17F17N5O3P2 in total (wB97M-V/def2-TZVPD).

Structure (XYZ):
```
56
Properties=species:S:1:pos:R:3
N -1.52 -1.84 1.04
P -0.98 -0.47 0.55
N -0.39 -0.62 -1.10
C -1.04 -1.65 -1.79
N -0.68 -2.99 -1.78
N -2.08 -1.36 -2.50
C -2.77 -0.08 -2.62
C -3.86 0.13 -1.56
C -5.27 -0.07 -2.09
F -5.37 0.52 -3.30
F -6.14 0.53 -1.27
C -5.76 -1.54 -2.30
F -5.17 -2.00 -3.43
F -7.08 -1.52 -2.46
C -5.42 -2.53 -1.15
F -4.09 -2.78 -1.20
F -5.69 -1.93 0.01
C -6.19 -3.90 -1.22
F -5.39 -4.88 -0.78
F -6.55 -4.17 -2.49
F -7.29 -3.83 -0.46
P 1.37 -0.57 -1.16
N 1.85 0.85 -0.90
O 1.86 -1.72 -0.18
O 1.58 -1.22 -2.60
H -1.08 -2.21 1.88
H 0.10 0.17 1.17
H -1.94 0.52 0.35
H -0.98 -3.41 -0.89
H 0.30 -3.17 -1.97
H -2.47 -2.16 -3.00
H -3.21 -0.07 -3.62
H -2.01 0.71 -2.57
H -3.83 1.17 -1.20
H -3.70 -0.51 -0.69
H 2.51 0.99 -0.14
H 1.29 -2.48 -0.06
H 1.15 -0.76 -3.33
C 5.69 2.38 4.14
C 4.53 1.58 3.55
C 4.79 0.81 2.25
F 5.08 1.66 1.24
F 3.64 0.16 1.91
F 3.44 2.35 3.40
F 4.24 0.60 4.46
O 5.67 3.75 3.85
C 6.31 4.26 2.76
C 5.33 5.02 1.86
F 4.35 4.19 1.45
F 6.00 5.46 0.77
F 6.97 3.31 2.08
F 7.22 5.16 3.19
H 5.54 2.31 5.22
H 6.64 1.92 3.90
H 5.59 0.08 2.37
H 4.90 5.86 2.40
```

The charge is +1. Its largest force on an atom is 0.015 hartree/bohr. For the HOMO energy, the calculation gives -13.2 eV. The gap between HOMO and LUMO is 0.3314 hartree.

Atomic partial charges in e from the Löwdin method, atoms 1 to 2: -0.2359 0.7536



Entry from the Open Molecules 2025 dataset: the molecule C4H4O3 at a distorted geometry (wB97M-V/def2-TZVPD).

Structure (XYZ):
```
11
Properties=species:S:1:pos:R:3
C -1.19 1.20 0.19
C 0.15 1.11 0.08
C -1.46 -0.26 0.03
C 0.20 -0.45 -0.01
O -2.32 -1.10 0.00
O 0.72 -1.08 -1.09
O 0.63 -1.05 1.26
H -2.02 1.98 0.37
H 0.89 1.96 0.37
H 0.48 -2.01 -1.00
H 1.15 -1.86 1.03
```

As for the SMILES: O=C1C=CC1(O)O. The energy relative to the best compared isomer or geometry (same formula, charge and spin) is 242.6 kJ/mol. Its largest force on an atom is 0.062 hartree/bohr. For the HOMO energy, the calculation gives -9.1 eV. The gap between HOMO and LUMO is 0.3436 hartree.

Atomic partial charges in e from the Löwdin method, atoms 1 to 2: 0.0024 0.0618



Entry from the Open Molecules 2025 dataset: a structure of composition C28H47FeN2OPS7 at a distorted geometry (wB97M-V/def2-TZVPD).

Structure (XYZ):
```
87
Properties=species:S:1:pos:R:3
Fe 0.21 -0.39 -0.38
S 0.79 6.53 1.33
C 0.64 4.98 0.92
S 1.94 4.05 0.18
C 1.08 2.55 -0.01
C -0.23 2.55 0.46
S -1.10 1.14 0.43
S -0.82 4.04 1.15
S 1.78 1.20 -0.66
S 0.27 -0.34 -2.86
C -1.31 -0.16 -3.39
N -2.39 0.06 -2.66
C -3.69 0.04 -3.31
C -3.42 0.26 -4.80
S -1.70 -0.26 -5.08
H -2.28 0.11 -1.65
H -4.32 0.83 -2.91
H -4.18 -0.92 -3.14
H -3.52 1.30 -5.09
H -4.07 -0.35 -5.42
C 5.52 0.16 2.69
C 4.30 0.85 3.31
C 3.02 0.57 2.50
C 3.11 -0.84 1.87
C 4.20 -0.84 0.78
C 5.38 0.07 1.17
P 1.48 -1.42 1.28
C 1.74 -3.09 0.53
C 2.62 -4.06 1.35
C 3.17 -5.21 0.49
C 2.18 -5.57 -0.61
C 2.06 -4.41 -1.61
C 2.22 -3.04 -0.93
C 0.49 -1.87 2.79
C -0.49 -0.76 3.23
C -1.12 -1.13 4.56
C -0.07 -1.12 5.69
C 1.34 -1.42 5.16
C 1.28 -2.42 4.01
H 5.63 -0.85 3.10
H 6.43 0.70 2.96
H 4.46 1.93 3.34
H 4.17 0.52 4.34
H 2.92 1.29 1.69
H 2.14 0.68 3.13
H 3.39 -1.54 2.66
H 3.78 -0.49 -0.16
H 4.55 -1.86 0.62
H 5.23 1.07 0.76
H 6.30 -0.32 0.73
H 0.72 -3.49 0.51
H 2.03 -4.47 2.17
H 3.45 -3.52 1.81
H 3.37 -6.07 1.13
H 4.12 -4.92 0.04
H 1.21 -5.79 -0.16
H 2.50 -6.48 -1.13
H 1.10 -4.46 -2.13
H 2.83 -4.52 -2.38
H 1.67 -2.29 -1.50
H 3.27 -2.73 -0.96
H -0.12 -2.69 2.40
H -1.24 -0.62 2.46
H 0.03 0.20 3.32
H -1.56 -2.13 4.47
H -1.94 -0.45 4.80
H -0.34 -1.85 6.45
H -0.07 -0.14 6.18
H 1.96 -1.81 5.96
H 1.82 -0.50 4.82
H 0.78 -3.32 4.36
H 2.29 -2.73 3.73
C -2.64 -3.24 1.59
N -2.30 -3.69 0.24
C -2.70 -5.05 -0.11
C -1.67 -2.90 -0.63
C -1.49 -3.42 -2.02
O -1.30 -1.74 -0.31
H -3.70 -3.41 1.77
H -2.43 -2.18 1.68
H -2.06 -3.79 2.33
H -3.20 -5.49 0.75
H -1.83 -5.67 -0.34
H -3.38 -5.07 -0.95
H -1.04 -4.41 -2.03
H -0.87 -2.74 -2.59
H -2.47 -3.51 -2.51
```

The expectation value of S² is 0.77. The energy relative to the best compared isomer or geometry (same formula, charge and spin) is 66.8 kJ/mol. The charge is +1. Its largest force on an atom is 0.022 hartree/bohr. For the HOMO energy (alpha / beta), the calculation gives -9.7 / -9.8 eV. The gap between HOMO and LUMO (alpha / beta) is 0.2098 / 0.2162 hartree. As for the multiplicity: 2.

Atomic partial charges in e from the Löwdin method, atoms 1 to 2: -0.2535 0.6326



Entry from the Open Molecules 2025 dataset: the ion C2H3FO3P with charge -1 at a distorted geometry (wB97M-V/def2-TZVPD).

Structure (XYZ):
```
10
Properties=species:S:1:pos:R:3
C 0.30 -1.41 -0.13
C -0.47 -0.05 -0.49
O -1.25 0.33 0.58
O 0.89 -2.13 -0.88
O -0.13 -1.76 1.10
F 1.88 2.28 -0.36
P 0.56 1.35 0.44
H -0.97 -0.08 -1.51
H -0.69 -0.92 1.35
H -0.11 2.39 -0.11
```

The energy relative to the best compared isomer or geometry (same formula, charge and spin) is 252.4 kJ/mol. The charge is -1. Its largest force on an atom is 0.067 hartree/bohr. For the HOMO energy, the calculation gives -4.7 eV. The gap between HOMO and LUMO is 0.3281 hartree.

Atomic partial charges in e from the Löwdin method, atoms 1 to 2: -0.5932 -0.4996